14
Properties=species:S:1:pos:R:3:forces:R:3 method="wB97M-V/def2-TZVPD" multiplicity=1 homo_energy_ha=-0.539 e_above_lowest_kj_mol=221.4 e_tot_ha=-341.05190 homo_lumo_gap_ev=10.6 total_charge=+1 fmax_ev_per_a=3.4
H -2.159501 -1.949915 0.212357 -0.619 -0.252 0.708
N -1.524985 -1.450076 -0.371024 -0.017 -0.383 -0.320
C -0.804152 -0.585000 0.114122 0.494 -0.455 -1.436
C -0.511293 0.203305 1.302603 -0.562 0.129 1.367
C 0.620651 1.194709 1.010997 -2.842 0.511 -0.081
O 0.726249 2.117552 1.763670 1.542 -0.370 -1.116
C 1.127426 0.927776 -0.464004 -1.695 -0.185 2.913
N 0.147144 -0.067206 -1.014698 2.148 0.888 -0.193
H -1.460274 0.762108 1.454529 0.662 0.181 0.217
H -0.306714 -0.272923 2.289740 -0.234 -0.270 -0.962
H 1.274996 1.862592 -0.900213 -0.472 1.317 -1.551
H 2.056428 0.559422 -0.280921 2.814 -1.711 -0.094
H -0.204768 0.344188 -1.853129 -1.852 0.888 -0.391
H 0.529538 -0.886089 -1.503189 0.633 -0.288 0.938


14
Properties=species:S:1:pos:R:3:forces:R:3 method="wB97M-V/def2-TZVPD" multiplicity=1 homo_energy_ha=-0.490 e_above_lowest_kj_mol=247.9 e_tot_ha=-341.04182 homo_lumo_gap_ev=8.2 total_charge=+1 smiles="N[C@@H](C=[NH2+])C=C=O" fmax_ev_per_a=3.4
N -0.608002 1.116082 -0.907648 -1.102 1.255 -1.088
C -0.198692 0.575339 0.341343 -0.148 1.218 1.541
C -0.549099 -0.899485 0.425678 0.304 1.954 0.210
N -1.374061 -1.545580 -0.297707 -1.315 1.496 -2.205
C 1.300956 0.803031 0.736311 -1.404 1.305 2.861
C 2.168320 0.078554 0.104093 2.276 -1.195 -2.094
O 2.863051 -0.539701 -0.614643 -1.218 0.949 1.489
H -0.126787 0.742358 -1.729746 0.028 0.279 0.562
H -0.726164 2.158454 -1.015693 0.363 -1.796 0.556
H -0.767516 1.102817 1.283329 0.904 -1.414 -2.322
H 0.014404 -1.379507 1.205294 -0.228 -0.757 0.278
H -1.985925 -1.182542 -1.143152 1.857 -0.228 2.337
H -1.522283 -2.491478 -0.072936 -0.230 -1.538 0.175
H 1.511794 1.461656 1.685479 -0.086 -1.527 -2.302


14
Properties=species:S:1:pos:R:3:forces:R:3 method="wB97M-V/def2-TZVPD" multiplicity=1 homo_energy_ha=-0.548 e_above_lowest_kj_mol=199.9 e_tot_ha=-341.06011 homo_lumo_gap_ev=10.2 total_charge=+1 fmax_ev_per_a=3.7
C 1.178530 -1.896934 -0.419915 0.735 0.275 1.456
N 0.611450 -0.793455 -0.412769 -1.381 1.927 -0.991
C 0.122394 0.374474 -0.138875 0.365 -0.721 0.484
C 1.118772 1.498029 0.092329 0.139 -1.058 2.083
N -1.198464 0.591185 0.079530 0.728 3.392 0.420
C -2.217229 -0.336582 0.100561 0.248 -3.630 0.511
O -3.380754 -0.156785 0.079097 -0.705 1.342 -0.075
H 1.376331 -2.181204 0.644203 0.304 -1.041 -1.207
H 1.534171 -2.363670 -1.357708 -0.386 -0.056 0.701
H 1.442401 1.281590 1.205901 -0.617 0.810 -1.907
H 2.021665 1.279649 -0.486856 -0.330 0.557 -0.102
H 0.681450 2.515773 -0.001382 0.482 -0.822 -0.089
H -1.442663 1.586885 0.377748 0.266 -1.796 -0.889
H -1.848054 -1.398957 0.238133 0.151 0.821 -0.394


14
Properties=species:S:1:pos:R:3:forces:R:3 method="wB97M-V/def2-TZVPD" multiplicity=3 homo_energy_ha="-0.403 / -0.582" e_above_lowest_kj_mol=219.8 e_tot_ha=-340.89432 homo_lumo_gap_ev="7.8 / 7.6" total_charge=+1 fmax_ev_per_a=10.1
C -0.321961 0.027509 0.943977 1.279 -2.936 -3.615
C 1.952947 -1.189822 1.192914 -6.866 5.835 4.461
C -0.233400 -0.772539 -0.436693 -0.406 1.500 2.282
C 0.122879 -0.066901 -1.706508 0.125 -0.017 -0.181
N 0.702333 -0.746706 0.719725 0.605 -0.151 0.347
N -0.864762 0.857324 1.753759 -0.957 1.572 1.574
O 2.662793 -1.876799 0.549490 5.190 -4.897 -4.330
H 2.138211 -0.805198 2.208866 0.594 -0.442 -0.275
H -0.863764 -1.651857 -0.484983 0.094 -0.146 0.065
H 1.193627 0.117052 -1.756549 0.082 0.033 -0.026
H -0.387389 0.889923 -1.797151 -0.041 0.003 0.031
H -0.162098 -0.682663 -2.554785 0.028 -0.014 -0.072
H -1.755295 1.294530 1.528751 0.329 -0.248 0.034
H -0.446953 1.116475 2.643767 -0.056 -0.093 -0.295


14
Properties=species:S:1:pos:R:3:forces:R:3 method="wB97M-V/def2-TZVPD" multiplicity=3 homo_energy_ha="-0.454 / -0.587" e_above_lowest_kj_mol=139.5 e_tot_ha=-340.92490 homo_lumo_gap_ev="9.0 / 6.7" total_charge=+1 fmax_ev_per_a=5.2
C -0.916716 -1.093804 0.421552 -4.763 -0.945 1.720
C -0.418223 -0.305409 -1.607612 0.180 0.402 -4.455
C 0.417489 -0.750748 0.982001 -0.191 -0.343 -1.707
C 0.607793 0.643244 0.325142 1.709 0.629 1.242
N -1.139509 -1.007855 -0.855370 0.373 -2.309 3.966
N 0.394901 0.657300 -1.123698 0.185 -0.089 0.337
O -0.323489 1.482845 0.958174 -0.709 -2.802 -0.114
H -1.852773 -1.331241 1.031637 1.512 0.218 -0.410
H -0.422022 -0.852826 -2.565132 0.533 2.013 -0.806
H 0.406282 -0.624577 2.051041 -0.069 -0.043 0.256
H 1.021563 -1.649655 0.685248 0.397 1.342 0.128
H 1.630602 0.993452 0.535914 -0.225 0.062 -0.327
H 0.613934 1.498589 -1.686140 0.416 -1.045 0.222
H -0.019833 2.340685 0.847242 0.654 2.910 -0.051


15
Properties=species:S:1:pos:R:3:forces:R:3 method="wB97M-V/def2-TZVPD" multiplicity=1 homo_energy_ha="-0.506 / -0.506" e_above_lowest_kj_mol=268.5 e_tot_ha=-416.25747 homo_lumo_gap_ev="8.2 / 8.2" total_charge=+1 fmax_ev_per_a=5.9
C 1.168071 0.316608 -1.011621 0.064 -0.765 -0.098
C 0.855702 1.546984 -0.427439 -0.240 0.232 0.165
C 0.432229 -0.844281 -0.942913 0.724 0.511 -0.406
C -1.526031 -1.564231 0.342563 3.917 -1.832 4.086
N -0.754181 -0.964095 -0.381741 -1.363 0.250 -0.241
N -0.180710 1.804337 0.325519 -0.008 -0.135 0.037
O -0.711487 -2.298231 1.980765 -2.624 1.682 -2.860
O -2.749653 -1.749325 0.505248 -1.287 0.085 -0.217
H 2.086093 0.271195 -1.575896 0.017 0.000 -0.001
H 1.529469 2.376296 -0.617147 -0.085 0.020 0.058
H 0.804686 -1.719645 -1.467137 -0.001 -0.034 0.049
H -0.837670 1.072941 0.573066 0.099 0.226 -0.028
H -0.334002 2.726799 0.709077 0.026 -0.062 -0.049
H 0.143720 -2.672225 1.770408 0.400 -0.155 -0.450
H -2.959750 -2.216155 1.339643 0.358 -0.024 -0.045